No. 1
# H10O5

A cluster of 5 separate species, H10O5 in total (the ωB97M-V functional and the def2-TZVPD basis, OMol25).

XYZ file:
```
15
Properties=species:S:1:pos:R:3:nbo_charge:R:1
O -2.33016 -1.25752 -0.77988 -0.951
H -2.49308 -1.72989 0.04368 0.468
H -2.03366 -0.38219 -0.49799 0.481
O -0.17843 1.50145 2.54687 -0.954
H 0.61348 1.93607 2.87955 0.457
H 0.05970 1.17840 1.65878 0.491
O 0.90340 -1.72823 2.00847 -0.935
H 1.73845 -1.36692 2.32961 0.468
H 1.15123 -2.46468 1.43501 0.468
O 0.26974 0.92158 -3.14764 -0.951
H -0.08925 1.60462 -3.72564 0.485
H 1.22701 0.97946 -3.25669 0.476
O 0.17093 0.47910 -0.24658 -0.986
H 0.89566 -0.11961 -0.02819 0.476
H 0.09499 0.44838 -1.21935 0.506
```

DFT total energy: -382.185656 hartree
M: 90.1 g mol⁻¹
Energy relative to the best compared isomer or geometry (same formula, charge and spin): 24.2 kcal per mole
HOMO: -10.8 eV
SMILES: O.O.O.O.O
Gap between HOMO and LUMO: 11.13 eV
Max |F|: 0.008 Eh/bohr

***

No. 2
# C30H34BN8O5PRuS

A structure of composition C30H34BN8O5PRuS in a non-equilibrium geometry (the ωB97M-V functional and the def2-TZVPD basis, OMol25).

XYZ file:
```
81
Properties=species:S:1:pos:R:3:lowdin_spin:R:1
Ru 0.23308 -0.48657 0.30635 2.478
C -1.70718 -4.33649 0.03189 0.010
C -1.36621 -3.08189 -0.52429 0.024
N -0.67184 -2.34396 0.39114 0.107
N -0.52988 -3.17770 1.56419 0.012
C -1.16436 -4.35188 1.30254 0.023
B 0.64390 -2.85306 2.58992 0.000
N 1.92804 -2.53986 1.78398 0.002
C 3.17908 -3.09046 1.85598 0.025
C 3.94388 -2.54553 0.78007 0.008
C 3.11600 -1.64091 0.13435 0.013
N 1.89838 -1.58866 0.70222 0.006
N 0.15922 -1.47413 3.21368 0.005
C -0.38586 -1.27076 4.46871 0.020
C -1.05143 -0.05691 4.49775 0.009
C -0.85373 0.50821 3.20394 0.020
N -0.14195 -0.33716 2.38501 0.047
H -2.28171 -5.16294 -0.44251 0.001
H -1.48458 -2.68755 -1.50515 0.000
H -1.25108 -5.17284 1.97342 0.002
H 0.72412 -3.69991 3.45454 0.000
H 3.48014 -3.86220 2.54542 0.001
H 4.93618 -2.84369 0.41293 0.000
H 3.32267 -1.02103 -0.74002 0.000
H -0.21879 -1.93616 5.30332 0.001
H -1.62695 0.36369 5.35624 0.001
H -1.03316 1.55433 2.88680 0.000
O -1.01302 -2.05910 -3.28828 0.029
S 0.08506 -1.13501 -3.08613 0.033
O 1.11981 -1.10087 -4.08668 0.019
O 0.80995 -1.17150 -1.72217 0.125
C -0.61817 0.51108 -3.05471 0.481
C -0.23176 1.37901 -4.09603 0.035
C -0.94832 2.49941 -4.35234 0.305
C -1.92802 2.88582 -3.47652 0.264
C -2.31065 2.09488 -2.40917 0.073
C -1.45414 1.00472 -2.03088 0.512
P -1.60662 0.53273 -0.27881 0.099
C -1.77070 2.18952 0.41214 0.034
C -0.82532 3.18062 0.08779 0.011
C -0.74294 4.35572 0.84579 0.001
C -1.72813 4.55063 1.81118 0.002
C -2.75321 3.66118 2.03696 0.003
C -2.77141 2.49090 1.31198 0.004
C -3.19790 -0.26235 -0.12817 0.023
C -3.66585 -0.58593 1.15887 0.000
C -4.82100 -1.35745 1.35014 0.002
C -5.43257 -1.84844 0.22971 -0.003
C -4.95041 -1.60760 -1.06284 0.001
C -3.80573 -0.83503 -1.25791 0.007
H 0.60219 1.08827 -4.71375 -0.004
H -0.69605 3.10578 -5.22155 0.015
H -2.47525 3.80612 -3.67758 0.011
H -3.08773 2.36846 -1.68564 0.000
H -0.09968 2.96069 -0.68174 0.004
H 0.02998 5.06232 0.70169 0.000
H -1.71772 5.46650 2.38301 0.000
H -3.49655 3.88157 2.79603 0.000
H -3.58610 1.77536 1.46551 0.000
H -3.10464 -0.20371 2.00604 0.000
H -5.08501 -1.62569 2.34707 0.000
H -6.20911 -2.62549 0.32638 0.000
H -5.52097 -2.05235 -1.87677 0.000
H -3.36728 -0.79207 -2.25589 0.004
C 5.23190 -1.30439 -3.71507 0.000
O 3.97613 -0.64468 -3.61553 0.000
H 5.08103 -2.31008 -4.08132 0.000
H 5.69555 -1.37220 -2.70345 0.000
H 5.99533 -0.84049 -4.39170 0.000
H 3.16112 -1.17143 -3.85011 0.000
C 4.91232 3.11023 0.26580 0.001
N 3.95361 2.06271 -0.08939 0.005
C 2.85526 1.66960 0.60893 0.008
N 2.82118 1.86300 1.97706 0.000
O 1.90119 1.11879 -0.02906 0.074
H 5.85043 2.86505 -0.24781 0.000
H 4.97056 3.14261 1.35840 0.000
H 4.58253 4.09660 -0.07562 0.000
H 3.88310 1.84789 -1.09231 0.000
H 3.70083 1.99493 2.47248 0.000
H 2.00695 1.41915 2.44952 0.000
```

DFT total energy: -2836.794309 hartree
M: 761.6 g mol⁻¹
Energy relative to the best compared isomer or geometry (same formula, charge and spin): 40.3 kcal per mole
Spin multiplicity: 6
HOMO (spin up / spin down): -8.1 / -11.5 eV
Gap between HOMO and LUMO (spin up / spin down): 5.27 / 6.03 eV
Charge: +1
Max |F|: 0.103 Eh/bohr

***

No. 3
# C3H4N4S

The molecule C3H4N4S in a non-equilibrium geometry (the ωB97M-V functional and the def2-TZVPD basis, OMol25).

XYZ file:
```
12
Properties=species:S:1:pos:R:3:nbo_charge:R:1
C 1.69011 -1.49600 0.21650 -0.654
C 0.55223 -0.58004 0.48203 0.186
N 0.13026 -0.47972 1.70759 -0.201
N -0.89259 0.35307 1.88761 -0.199
N -1.52455 1.09453 0.98796 0.048
N -1.15239 1.03607 -0.22389 -0.223
C -0.07490 0.19188 -0.58836 -0.075
S 0.39730 0.12122 -2.15337 -0.015
H 1.39680 -2.23215 -0.50722 0.246
H 2.52731 -0.92890 -0.22061 0.247
H 2.01230 -1.97164 1.16209 0.233
H -1.22306 0.47062 2.84377 0.407
```

DFT total energy: -733.840986 hartree
M: 128.2 g mol⁻¹
Energy relative to the best compared isomer or geometry (same formula, charge and spin): 41.6 kcal per mole
HOMO: -8.8 eV
SMILES: Cc1n[nH]nnc1=S
Gap between HOMO and LUMO: 7.97 eV
Max |F|: 0.020 Eh/bohr

***

No. 4
# C6H9N3O2S

The molecule C6H9N3O2S in a non-equilibrium geometry (the ωB97M-V functional and the def2-TZVPD basis, OMol25).

XYZ file:
```
21
Properties=species:S:1:pos:R:3:nbo_charge:R:1
C 0.40969 -1.09226 1.41788 0.784
C -1.95386 -1.44896 0.58463 -0.461
C 1.05266 1.92134 -0.39848 -0.072
C 1.00804 -0.38468 -1.23407 -0.078
C -0.44580 -1.56019 0.22493 -0.211
C -0.62673 0.91716 0.94652 0.478
N -0.28739 2.05769 0.28710 -0.600
N -0.35212 -0.71394 -0.85343 -0.638
N 1.11402 1.01489 -1.47944 -0.606
O 0.32470 0.25703 1.61429 -0.528
O 1.17789 -1.76943 1.99872 -0.512
S -2.20528 0.30772 1.28918 0.221
H -2.52596 -1.59961 -0.39074 0.256
H -2.28507 -2.30466 1.31385 0.228
H 1.40353 2.85250 -0.60204 0.208
H 1.76755 1.76883 0.41742 0.210
H 1.73610 -0.56739 -0.48710 0.149
H 1.40216 -0.75928 -2.14037 0.175
H -0.34315 -2.64173 0.05585 0.213
H -1.07562 2.42620 -0.24501 0.411
H 0.70466 1.31878 -2.31970 0.372
```

DFT total energy: -946.842286 hartree
M: 187.2 g mol⁻¹
Energy relative to the best compared isomer or geometry (same formula, charge and spin): 92.6 kcal per mole
HOMO (spin up / spin down): -7.6 / -7.6 eV
Gap between HOMO and LUMO (spin up / spin down): 7.30 / 7.29 eV
Max |F|: 0.067 Eh/bohr